# C28H55FN5O3S2

A 2-piece molecular cluster, C28H55FN5O3S2 overall in a non-equilibrium geometry (wB97M-V/def2-TZVPD, the Open Molecules 2025 dataset).

Cartesian coordinates (Å):
C1 2.07 -3.43 -1.79
C2 2.40 -2.72 -0.47
C3 3.72 -1.94 -0.56
C4 3.72 -0.82 -1.62
C5 2.94 0.43 -1.18
C6 1.44 0.48 -1.57
C7 1.06 1.74 -2.38
C8 0.30 2.74 -1.51
N1 -1.10 2.41 -1.24
C9 -1.64 3.46 -0.31
C10 -1.12 3.36 1.14
C11 -0.33 4.64 1.49
C12 -0.30 5.03 2.99
C13 1.05 4.72 3.68
C14 1.34 3.21 3.84
C15 2.06 2.92 5.15
C16 2.42 1.43 5.29
C17 -1.94 2.51 -2.39
S1 -1.63 3.49 -3.65
S2 -3.50 1.68 -2.48
C18 -3.30 -0.03 -1.89
C19 -4.68 -0.68 -1.61
C20 -4.91 -1.29 -0.20
N2 -3.98 -0.89 0.82
C21 -2.83 -1.53 1.15
N3 -2.00 -1.15 2.09
C22 -0.97 -2.01 2.13
N4 -1.15 -2.96 1.16
N5 -2.35 -2.69 0.52
C23 -2.77 -3.57 -0.54
O1 -2.72 -3.03 -1.82
C24 -1.38 -2.69 -2.20
C25 -4.29 0.29 1.58
C26 -5.05 0.00 2.88
F1 -4.98 1.18 0.78
H1 1.54 -2.73 -2.44
H2 2.99 -3.74 -2.28
H3 1.38 -4.26 -1.63
H4 1.61 -2.00 -0.20
H5 2.42 -3.43 0.36
H6 3.93 -1.48 0.41
H7 4.53 -2.63 -0.78
H8 3.35 -1.21 -2.57
H9 4.76 -0.55 -1.77
H10 3.02 0.49 -0.09
H11 3.45 1.30 -1.60
H12 1.24 -0.39 -2.21
H13 0.79 0.38 -0.70
H14 1.98 2.25 -2.68
H15 0.54 1.52 -3.31
H16 0.40 3.78 -1.86
H17 0.81 2.70 -0.54
H18 -2.72 3.33 -0.33
H19 -1.40 4.43 -0.73
H20 -1.98 3.33 1.81
H21 -0.53 2.46 1.29
H22 -0.81 5.46 0.95
H23 0.69 4.56 1.11
H24 -1.10 4.52 3.53
H25 -0.43 6.12 3.07
H26 1.01 5.16 4.68
H27 1.85 5.15 3.08
H28 0.37 2.69 3.83
H29 1.89 2.86 2.96
H30 2.98 3.50 5.19
H31 1.42 3.21 5.99
H32 3.33 1.26 5.86
H33 2.49 0.98 4.30
H34 1.60 0.90 5.79
H35 -2.84 -0.55 -2.73
H36 -2.59 -0.08 -1.08
H37 -4.88 -1.43 -2.38
H38 -5.44 0.10 -1.77
H39 -4.99 -2.37 -0.27
H40 -5.90 -0.98 0.14
H41 -0.15 -1.96 2.82
H42 -0.53 -3.73 0.97
H43 -3.77 -3.97 -0.36
H44 -2.09 -4.44 -0.50
H45 -1.06 -1.78 -1.69
H46 -0.71 -3.51 -1.95
H47 -1.38 -2.55 -3.28
H48 -3.34 0.75 1.84
H49 -4.40 0.23 3.72
H50 -5.23 -1.08 2.95
H51 -5.99 0.54 2.94
O2 5.52 -5.78 -5.80
C27 4.80 -5.06 -4.98
C28 5.76 -4.28 -3.82
O3 5.04 -3.57 -2.99
H52 4.07 -5.61 -4.34
H53 4.23 -4.21 -5.42
H54 6.50 -3.73 -4.44
H55 6.34 -5.12 -3.38

* charge: -1
* LUMO level: 0.9 eV
* HOMO-LUMO gap: 1.50 eV
* E: -67900.8961 eV